(1)
This record from the OMol25 dataset describes a molecular structure, C27H33FeNO5PS2. The level of theory is ωB97M-V with the def2-TZVPD basis set.

Structure (XYZ):
```
70
Properties=species:S:1:pos:R:3:forces:R:3
Fe 0.102012 0.138080 -0.828771 -0.03 0.36 0.55
C -0.166439 3.072434 0.534787 -0.07 0.04 0.10
N -1.085247 1.945179 0.634714 0.10 0.11 -0.02
C -1.410772 1.665070 2.021552 0.02 0.00 -0.02
C -2.299518 2.157389 -0.138749 0.05 -0.06 -0.06
C -1.990277 2.237389 -1.611405 -0.09 0.17 -0.02
C -2.647200 3.162238 -2.419621 0.07 -0.03 -0.09
C -2.333838 3.256654 -3.771333 0.06 -0.14 0.10
C -1.339409 2.432744 -4.291138 0.02 -0.02 0.12
C -0.679812 1.525852 -3.461637 -0.17 0.11 -0.11
C -0.999058 1.389046 -2.105481 0.06 -0.24 -0.22
H -0.629379 3.997709 0.925097 -0.02 0.02 0.03
H 0.122782 3.230528 -0.502644 0.00 -0.02 0.03
H 0.734410 2.847624 1.107878 -0.04 -0.02 -0.05
H -1.968818 2.504101 2.474300 0.00 0.03 0.02
H -0.494673 1.513132 2.590951 0.02 0.00 0.00
H -2.008591 0.756113 2.090984 0.03 0.03 -0.01
H -2.827787 3.064869 0.199429 -0.06 0.10 0.04
H -2.956333 1.305173 0.055749 -0.03 -0.04 0.02
H -3.393329 3.822490 -1.986990 -0.05 0.02 0.01
H -2.847984 3.970528 -4.403963 -0.01 0.04 -0.03
H -1.068743 2.506814 -5.340958 0.00 0.00 0.02
H 0.108099 0.906623 -3.877228 -0.04 0.01 0.00
O 2.064570 0.461490 1.820692 -0.05 -0.15 1.28
C 1.602147 -0.658834 2.537743 0.19 0.25 0.05
C 0.131301 -1.042324 2.153065 -0.01 -0.41 -0.02
O -0.513019 -1.714009 2.959588 0.00 0.29 -0.15
O -0.241236 -0.707409 0.982974 -0.05 -0.13 0.08
C 2.485766 -1.876840 2.207264 0.01 -0.03 0.05
C 3.740423 -2.016987 2.799880 0.07 0.00 -0.02
C 4.579016 -3.072636 2.463708 -0.10 0.06 -0.02
C 4.170021 -4.011876 1.521506 -0.14 0.08 0.00
C 2.924893 -3.875966 0.920127 0.02 -0.08 0.28
C 2.091588 -2.814446 1.256629 -0.07 -0.08 0.21
C 1.675326 -0.288801 4.022776 -0.06 -0.16 -0.13
C 1.924274 1.022022 4.408306 0.02 0.10 0.14
C 1.963239 1.378561 5.757339 -0.02 -0.07 -0.14
C 1.757586 0.423247 6.739646 0.01 -0.04 -0.06
C 1.518861 -0.895037 6.360931 -0.01 0.02 -0.06
C 1.477859 -1.245231 5.019585 -0.01 0.00 0.03
H 2.033560 0.293183 0.853148 0.09 0.08 -0.40
H 4.062854 -1.284374 3.532234 -0.01 -0.02 -0.03
H 5.551948 -3.161815 2.937341 -0.04 0.01 -0.02
H 4.818332 -4.840111 1.256499 0.00 0.01 0.00
H 2.591426 -4.594005 0.179117 -0.06 0.10 0.19
H 1.126897 -2.721551 0.767663 0.12 -0.07 0.05
H 2.090929 1.761968 3.638518 0.00 0.00 -0.02
H 2.153064 2.409839 6.034771 0.00 -0.01 -0.02
H 1.782578 0.698545 7.788441 0.00 -0.01 -0.01
H 1.352337 -1.654177 7.116870 0.01 0.00 0.00
H 1.277073 -2.267028 4.729834 -0.02 -0.01 -0.01
C 1.297005 -2.189451 -5.526776 0.04 -0.01 -0.03
C 0.091196 -2.384832 -4.624685 0.09 0.15 0.02
O 0.214164 -1.526033 -3.498933 0.03 -0.23 -0.27
P -0.050860 -2.054649 -1.961317 0.01 -0.11 -0.10
S 2.149389 0.710006 -1.054560 0.12 0.05 -0.73
S -1.593094 -3.297701 -1.899725 0.03 0.06 -0.04
O 1.249422 -3.056017 -1.747672 0.16 -0.08 -0.08
C 2.588814 -2.575405 -1.910154 -0.09 -0.07 -0.11
C 3.447073 -3.755629 -2.315756 0.06 -0.11 -0.12
H 1.163259 -2.739428 -6.466197 0.03 0.04 0.08
H 2.208811 -2.546345 -5.039967 -0.06 0.03 -0.02
H 1.431243 -1.128640 -5.757222 -0.03 -0.08 0.01
H -0.005318 -3.422178 -4.308274 0.01 -0.12 0.06
H -0.825516 -2.124225 -5.158142 -0.08 0.04 -0.01
H 2.945828 -2.131418 -0.980910 -0.04 0.03 -0.07
H 2.628843 -1.788864 -2.661631 -0.07 0.07 -0.10
H 3.438927 -4.525284 -1.538749 0.09 0.10 -0.24
H 4.481460 -3.431845 -2.477404 -0.07 -0.04 0.03
H 3.067944 -4.207940 -3.238447 0.04 0.07 0.04
```
Forces are in eV/Å.

Calculated values
**Lowest unoccupied orbital energy (alpha / beta)**: 4.7 / 4.7 eV
**Total charge**: -2
**HOMO energy (alpha / beta)**: -1.31 / -2.04 eV
**Max |F|**: 0.0250 hartree/bohr
**Kohn-Sham gap (alpha / beta)**: 0.21988 / 0.24636 hartree
**<S²>**: 8.777
**Multiplicity**: 6
**E_tot**: -3881.1847 Eh

***

(2)
This record from the OMol25 dataset describes C27H33N3O3S in the gas phase. The level of theory is ωB97M-V with the def2-TZVPD basis set.

Structure (XYZ):
```
67
Properties=species:S:1:pos:R:3:forces:R:3
C 2.239720 0.136700 -1.493692 0.05 -0.04 0.11
C 0.978630 -0.389214 -2.094210 0.00 -0.07 -0.15
C -0.239657 0.230483 -1.827336 -0.11 -0.10 -0.08
C -1.416514 -0.271615 -2.351241 -0.01 0.15 0.04
C -1.376441 -1.404865 -3.139768 -0.45 -0.32 -0.45
S -2.899806 -2.094568 -3.775724 -0.40 0.23 0.15
O -3.668828 -1.058124 -4.397365 0.10 0.16 0.28
O -2.594960 -3.285956 -4.509622 0.27 -0.10 0.25
N -3.787741 -2.561342 -2.438400 0.20 0.29 -0.88
C -3.204642 -3.575863 -1.588371 0.15 -0.32 0.18
C -2.159249 -3.032219 -0.647629 0.09 -0.07 0.25
C -0.840533 -3.464107 -0.702609 -0.20 -0.01 0.17
C 0.115693 -2.905426 0.122899 0.06 0.12 0.19
C -0.228695 -1.914127 1.035390 -0.12 -0.12 -0.26
C 0.847421 -1.324914 1.883507 -0.15 -0.06 0.11
O 1.992640 -1.193199 1.484649 0.21 -0.14 -0.06
N 0.458309 -0.956713 3.122556 -0.24 0.03 0.19
C 1.331846 -0.317333 4.076532 0.11 0.33 0.15
C 0.919371 1.150501 4.368107 0.08 -0.21 -0.01
N 1.468880 2.180938 3.525382 -0.16 0.05 -0.20
C 1.330602 1.936978 2.098282 0.11 0.08 0.07
C 1.418605 3.226067 1.325534 0.00 -0.05 -0.14
C 2.441207 3.451323 0.414173 -0.08 -0.07 0.07
C 2.507865 4.641775 -0.289774 0.06 0.10 -0.10
C 1.555935 5.624453 -0.082191 0.07 0.06 -0.08
C 0.538672 5.412988 0.834148 -0.09 0.04 0.04
C 0.470564 4.221037 1.531439 0.02 -0.02 -0.03
C 2.745845 2.763473 3.916121 0.10 0.16 0.29
C 3.902121 1.770899 4.090761 -0.23 0.23 -0.22
C 2.573629 3.610910 5.178955 0.06 -0.06 -0.32
C -1.549809 -1.481991 1.096457 0.06 -0.04 0.08
C -2.500707 -2.038481 0.263637 0.00 -0.19 -0.01
C -0.180459 -2.028378 -3.429783 0.02 -0.06 -0.17
C 0.994240 -1.516817 -2.908884 -0.08 0.11 -0.02
H 2.190255 1.216792 -1.380505 0.05 0.10 -0.01
H 3.102359 -0.124991 -2.100855 0.09 0.03 -0.06
H 2.373971 -0.304462 -0.504338 0.07 0.04 0.02
H -0.258290 1.114213 -1.205722 -0.01 0.12 0.06
H -2.363401 0.212495 -2.166416 -0.09 0.13 0.09
H -4.170053 -1.764109 -1.955270 -0.11 0.21 -0.01
H -4.012679 -4.053816 -1.022715 0.11 0.01 -0.14
H -2.771124 -4.309778 -2.269835 -0.04 -0.16 0.22
H -0.562388 -4.235787 -1.404347 0.04 -0.08 -0.11
H 1.145053 -3.225754 0.071760 0.12 -0.01 -0.03
H -0.495048 -1.117088 3.405808 0.08 -0.09 -0.13
H 2.336192 -0.364106 3.657285 -0.04 -0.04 0.13
H 1.308095 -0.887105 5.010891 0.06 0.02 -0.06
H 1.188026 1.385984 5.397267 -0.06 -0.02 0.06
H -0.175578 1.206381 4.295065 0.02 -0.06 0.12
H 2.073207 1.223382 1.710969 -0.11 -0.01 -0.03
H 0.337927 1.501944 1.939835 0.04 -0.08 -0.03
H 3.194845 2.691578 0.260562 0.06 -0.10 0.00
H 3.307382 4.803380 -0.998168 0.06 0.02 -0.05
H 1.608066 6.553869 -0.629784 0.00 0.07 -0.04
H -0.203363 6.179882 1.002856 -0.06 0.06 0.01
H -0.317091 4.054017 2.251185 -0.09 -0.02 0.11
H 3.007348 3.446839 3.100762 0.01 -0.07 0.13
H 4.026067 1.161574 3.198510 0.07 -0.14 -0.08
H 4.826597 2.318783 4.256373 0.13 0.01 0.05
H 3.733863 1.119989 4.945880 0.00 -0.11 0.12
H 3.447642 4.241180 5.320038 0.12 0.06 0.10
H 2.459198 2.992357 6.066018 -0.01 -0.06 0.14
H 1.697506 4.245592 5.079031 -0.08 0.09 0.01
H -1.840043 -0.688158 1.770479 -0.01 0.08 0.07
H -3.524527 -1.695248 0.320192 -0.12 0.08 0.02
H -0.194023 -2.902231 -4.061754 0.08 -0.12 -0.06
H 1.934874 -1.998102 -3.131914 0.11 -0.05 -0.03
```
Forces are in eV/Å.

Calculated values
**Lowest unoccupied orbital energy**: 0.4 eV
**Total charge**: 0
**HOMO energy**: -8.37 eV
**Max |F|**: 0.0185 hartree/bohr
**Kohn-Sham gap**: 0.32180 hartree
**SMILES string**: Cc1ccc(S(=O)(=O)NCc2ccc(C(=O)NCCN(Cc3ccccc3)C(C)C)cc2)cc1
**E_tot**: -1836.8522 Eh